# 1
A 3-piece molecular cluster, C12H32BrN2O4 overall in a non-equilibrium geometry, computed with ωB97M-V with the def2-TZVPD basis set.

The geometry in XYZ format:
```
51
Properties=species:S:1:pos:R:3:forces:R:3
Br 0.13376 -0.54761 1.49815 -0.064 -0.003 -0.256
C 1.12095 -0.94576 -3.29578 -1.027 -0.046 -0.229
O 2.17182 -1.02323 -2.37064 0.086 -0.070 0.065
C 2.23433 0.09957 -1.51819 -0.367 0.806 -0.390
C 3.28324 -0.20010 -0.49268 0.134 0.090 1.003
N 3.01262 -1.54412 0.12488 1.066 0.335 -1.523
H 2.20830 -1.44526 0.76643 -0.410 0.036 0.175
H 2.76816 -2.10107 -0.69975 -0.535 -0.250 0.352
C 4.20170 -2.18849 0.77355 -1.201 0.043 0.911
C 4.84126 -1.23354 1.74836 0.547 0.193 -0.145
O 3.82076 -0.72115 2.54376 -0.424 -0.067 0.104
C 4.26442 0.17655 3.54735 0.794 -0.678 0.172
H 1.14709 -1.80313 -3.96418 0.361 0.036 -0.020
H 1.12825 -0.01877 -3.87820 0.312 -0.041 -0.031
H 0.13621 -0.98894 -2.80526 0.186 0.062 0.230
H 1.26631 0.36119 -1.07431 -0.012 -0.580 0.221
H 2.50222 1.00492 -2.08168 0.327 -0.155 -0.035
H 3.27288 0.48483 0.35424 -0.066 0.297 -0.272
H 4.27676 -0.21015 -0.93849 -0.008 -0.186 -0.031
H 4.88048 -2.57325 0.02104 0.012 -0.020 -0.052
H 3.71387 -2.97032 1.35933 0.522 -0.391 -0.147
H 5.37152 -0.43622 1.20324 0.021 0.014 0.147
H 5.58487 -1.77305 2.34904 0.019 -0.011 -0.087
H 5.05780 -0.29202 4.14977 -0.019 -0.018 -0.150
H 3.44690 0.34475 4.23821 -0.223 0.427 -0.318
H 4.70565 1.06072 3.08124 -0.348 0.291 0.203
C -3.54321 4.62747 0.87489 -0.186 0.238 -0.474
O -2.74055 3.47437 0.69673 -0.129 -0.145 0.498
C -2.97674 2.79030 -0.49520 -0.003 0.196 -0.880
C -2.38331 1.41609 -0.36272 1.018 0.870 0.830
N -3.07667 0.62305 0.68024 -0.601 -1.692 -0.851
H -2.45295 -0.16335 0.92867 0.594 0.075 0.165
H -3.26669 1.12358 1.54661 0.204 0.514 -0.220
C -4.31496 -0.08294 0.19406 -0.594 0.879 0.413
C -3.97668 -1.13197 -0.82803 0.779 -0.452 0.357
O -2.83125 -1.77702 -0.32682 0.006 -0.297 0.344
C -2.37376 -2.87027 -1.11552 -0.616 0.408 -0.203
H -4.60124 4.35730 0.95836 0.022 0.002 0.078
H -3.43617 5.30889 0.02321 0.026 -0.024 0.030
H -3.22056 5.15300 1.76735 0.074 -0.175 0.103
H -2.48554 3.27889 -1.35075 0.077 0.055 0.138
H -4.03878 2.76485 -0.78578 -0.071 -0.055 0.358
H -1.36643 1.49902 0.03389 0.006 0.141 -0.153
H -2.28370 0.91112 -1.31714 -0.480 -0.417 0.125
H -5.01957 0.63866 -0.22071 0.122 0.122 0.015
H -4.78908 -0.50048 1.08115 0.106 -0.242 -0.063
H -3.72376 -0.70632 -1.80532 -0.486 -0.005 -0.128
H -4.81848 -1.83112 -0.86410 -0.051 0.118 -0.445
H -1.87905 -2.47698 -2.00846 0.225 -0.197 0.033
H -3.23185 -3.46572 -1.44416 0.089 -0.123 0.063
H -1.72116 -3.47678 -0.49986 0.186 0.092 -0.031
```
Positions in Å, forces in eV/Å.

As for the HOMO energy: -10.70 eV. The calculation puts the orbital gap at 8.86 eV. The value obtained for the LUMO energy is -0.06737 Ha. The net charge is +1. The molecular weight is 348.302 g/mol.

***

# 2
A 8-piece molecular cluster, C4H24N2O8 overall in a non-equilibrium geometry, computed with ωB97M-V with the def2-TZVPD basis set.

The geometry in XYZ format:
```
38
Properties=species:S:1:pos:R:3:forces:R:3
C -1.26674 0.20186 1.86460 -0.734 -1.669 -0.208
C 0.07460 -0.38333 1.59646 0.992 -1.530 0.124
N 0.22539 -1.66928 1.08495 -1.060 0.454 0.017
C -0.85656 -2.38874 0.38957 -1.473 1.251 1.102
C -1.14339 -1.78932 -1.01399 -1.233 -1.192 0.330
N 0.00279 -1.69647 -1.90351 -1.449 -1.702 -0.808
O 1.10996 0.17898 1.92247 0.044 0.297 0.324
H -1.77213 0.40335 0.93417 -0.188 0.228 -0.401
H -1.91716 -0.51211 2.42761 0.620 0.573 -0.251
H -1.11958 1.10475 2.39354 0.045 0.869 0.603
H 1.19480 -1.95844 0.92790 -0.643 0.253 0.098
H -0.57111 -3.41563 0.34119 0.267 -0.774 -0.225
H -1.82917 -2.38146 1.06386 1.887 0.142 -1.373
H -1.98497 -2.42989 -1.45148 1.274 0.742 0.205
H -1.59692 -0.80436 -0.90165 0.187 0.041 0.030
H 0.68774 -1.06969 -1.60024 1.187 1.087 0.649
H 0.42415 -2.60271 -2.10413 -0.122 0.324 0.119
H 2.94904 1.55425 0.44616 -0.455 -0.932 -0.227
H 2.41137 0.11812 0.62308 -0.049 0.216 0.199
O 2.92131 0.64919 -0.00399 0.709 0.607 -0.361
H -0.59172 -2.47279 4.72762 0.128 -0.004 0.356
H -0.44583 -2.26183 3.23614 0.257 -0.015 -0.270
O -1.08917 -2.48062 3.91232 -0.330 -0.062 -0.114
H 2.35520 1.71417 -2.74123 -0.130 0.094 -0.254
H 2.18786 1.00217 -1.38900 -0.476 0.020 -0.015
O 1.65566 1.35703 -2.18329 1.139 -0.287 0.180
H -0.58306 2.52500 -0.66028 -0.054 0.305 0.192
H 0.81645 2.51068 -1.28246 -0.709 0.971 0.876
O 0.24948 3.03943 -0.63745 0.721 -0.618 -0.875
H -1.50914 1.20073 -1.91144 -0.465 0.299 0.097
H -2.65101 2.13532 -1.35919 -0.217 0.162 -0.204
O -1.93953 1.56206 -1.07944 0.217 -0.584 -0.063
H 1.26091 2.97760 0.68126 1.217 -0.758 1.328
H 1.57778 1.99419 1.84703 -1.477 -2.296 1.658
O 1.97243 2.66715 1.37439 0.482 3.575 -2.752
H -0.68943 -0.28840 -3.26278 0.231 1.166 0.089
H 0.20422 1.00167 -3.01667 -1.343 -0.718 -0.451
O -0.72453 0.70740 -3.29213 1.004 -0.535 0.274
```
Positions in Å, forces in eV/Å.

As for the HOMO energy: -10.02 eV. Its SMILES is CC(=O)NCCN.O.O.O.O.O.O.O. The calculation puts the orbital gap at 10.42 eV. The value obtained for the LUMO energy is 0.01458 Ha. The net charge is 0. The molecular weight is 228.242 g/mol.